272
Properties=species:S:1:pos:R:3:forces:R:3 method="wB97M-V/def2-TZVPD" lumo_energy_ev=0.49 homo_lumo_gap_ev=8.80 homo_ev=-8.314 total_charge=0 max_force_ev_per_a=3.47
C 3.963501 17.664630 27.804679 -0.22 -0.16 0.35
C 2.682721 17.265922 27.050228 1.03 -0.30 -0.35
C 2.856964 16.569780 25.676191 0.17 3.39 -0.71
O 3.570078 17.523847 24.820269 0.55 0.18 -0.58
C 2.894013 18.717479 24.296873 -0.02 -2.19 0.89
N 1.967040 16.374177 27.901816 -0.94 -0.90 0.82
H 4.770909 18.156318 27.262056 -0.28 -0.11 -0.30
H 4.349143 16.814193 28.366939 0.21 -0.20 -0.26
H 3.618785 18.356573 28.573108 0.16 0.24 0.14
H 2.141318 18.209795 26.986287 -0.25 0.10 -0.97
H 1.888451 16.449099 25.190899 -0.42 -0.44 0.23
H 3.411257 15.631773 25.644648 0.15 0.30 0.32
H 1.942771 18.361929 23.900884 -0.40 0.37 0.03
H 3.458713 19.119014 23.455454 0.30 -0.16 0.30
H 2.761477 19.454515 25.088906 -0.08 0.14 -0.11
H 1.565423 16.880947 28.677696 0.03 0.22 0.49
H 1.123648 16.027411 27.467603 -0.16 -0.13 -0.47
C 1.419529 12.671251 28.512657 -0.68 -0.38 -1.70
C 2.830154 12.707127 27.952672 -0.06 0.07 -0.36
C 2.965657 12.844885 26.431040 -0.69 -0.71 0.75
O 2.302989 11.763050 25.803700 -0.57 0.01 -0.98
C 2.383510 11.925044 24.404694 0.10 -0.14 -0.89
N 3.558410 13.850222 28.456642 1.21 -0.55 0.29
H 1.350919 12.765967 29.596361 0.12 -0.09 -0.12
H 0.958339 11.758546 28.135341 -0.20 -0.40 0.52
H 0.813551 13.421767 28.005099 0.01 0.53 0.38
H 3.221296 11.700196 28.098262 0.89 0.19 0.83
H 4.008974 12.740365 26.133281 0.25 0.66 0.25
H 2.528444 13.806884 26.163636 0.00 0.12 -0.49
H 3.399694 12.056371 24.032912 0.45 0.17 0.37
H 1.814222 12.763003 24.002413 -0.19 0.45 0.43
H 2.029549 11.082156 23.811098 -0.23 -0.51 0.73
H 3.543855 13.917569 29.464287 0.01 -0.26 0.01
H 3.094355 14.685928 28.130515 -0.23 0.39 0.03
C -3.664234 19.496567 38.980820 -1.08 0.54 -0.39
C -2.547863 18.759911 38.270613 -0.15 1.40 -0.50
C -2.765480 18.527540 36.752134 -0.36 0.45 0.83
O -4.098389 18.187182 36.370248 1.47 -1.03 -0.51
C -4.088932 17.552306 35.066566 -1.66 0.88 0.65
N -1.369120 19.694045 38.312150 -0.75 -0.91 -0.04
H -3.337126 19.929953 39.925947 0.09 -0.36 0.17
H -4.574221 18.912426 39.117943 0.23 -0.41 0.29
H -4.045846 20.349445 38.419504 0.39 0.19 -0.37
H -2.474910 17.796488 38.775197 0.70 -0.18 0.03
H -2.042343 17.766640 36.458530 0.00 -0.18 -0.30
H -2.531108 19.474215 36.265329 0.29 0.13 -0.17
H -5.147510 17.684837 34.843036 0.03 -0.44 -0.74
H -3.836679 16.493047 35.017171 0.17 -0.12 0.65
H -3.504949 18.056251 34.296430 0.20 0.44 0.25
H -1.028549 19.809879 39.255910 0.00 -0.14 0.18
H -0.616526 19.316431 37.754388 0.24 -0.16 -0.06
C -4.645237 18.068432 30.456866 0.12 0.66 -0.62
C -4.342275 17.178435 29.266721 -1.27 -0.64 1.72
C -4.388280 17.956962 28.031178 -0.78 -0.06 -2.10
O -4.478068 17.070464 26.867663 -0.95 0.66 0.22
C -4.499700 17.823917 25.652142 2.18 0.12 0.07
N -3.114080 16.496813 29.400728 1.75 -0.53 -0.16
H -5.647479 18.473605 30.317417 -0.17 -0.25 0.56
H -4.011553 18.955026 30.434596 0.34 -0.03 0.24
H -4.502803 17.531158 31.394493 -0.27 0.14 0.02
H -5.142162 16.438025 29.275323 -0.63 -0.08 -0.42
H -3.505751 18.590963 27.945832 0.09 0.23 -0.10
H -5.313876 18.531539 27.996053 0.11 0.47 0.15
H -3.445829 18.087498 25.562821 0.22 0.66 -0.50
H -5.051114 18.763792 25.626070 -0.50 -0.21 0.52
H -4.677583 17.262262 24.735077 -0.59 -0.57 0.54
H -3.105201 15.785546 28.683701 0.60 -0.11 0.14
H -3.055738 15.935589 30.238419 -0.14 0.21 0.43
C -4.075682 28.891071 34.587347 0.32 -1.75 0.54
C -2.674556 28.527436 35.176562 -0.83 0.66 -1.24
C -1.823390 27.508358 34.317735 0.57 1.25 0.87
O -2.263794 26.211629 34.059840 -1.43 -0.88 2.10
C -2.383432 25.428988 35.318710 0.02 0.14 -1.56
N -1.906300 29.760172 35.128287 0.99 0.54 0.10
H -4.735219 28.078214 34.891308 -0.51 -0.03 -0.49
H -4.016706 28.952648 33.500693 -0.08 -0.11 -0.06
H -4.514664 29.816804 34.959393 0.37 0.02 0.25
H -2.766234 28.196779 36.211143 0.05 -0.04 0.00
H -0.858156 27.428326 34.817765 0.20 0.19 0.31
H -1.575391 28.005344 33.379869 -0.35 -0.15 -0.31
H -3.039925 25.889297 36.057107 0.18 0.34 -0.09
H -1.383373 25.221050 35.699153 -0.01 0.23 0.18
H -2.832372 24.472572 35.050710 0.08 0.06 -0.19
H -2.143431 30.219752 34.260734 0.30 -0.07 -0.51
H -2.238291 30.452977 35.783957 -0.05 -0.26 0.60
C 0.332721 20.196552 28.560878 -1.25 -0.12 -0.10
C -0.114393 19.468959 29.868772 1.22 -2.32 -0.77
C -1.116633 20.208264 30.728052 1.65 0.53 -0.44
O -0.899790 19.851803 32.080337 0.29 0.02 -0.10
C -1.826859 20.340240 33.012353 -0.67 -0.46 0.11
N -0.362498 18.022197 29.659772 0.23 0.67 -0.37
H -0.510364 20.660228 28.048721 -0.26 0.60 0.29
H 0.666376 19.560252 27.741182 0.44 -0.59 0.60
H 1.106685 20.937179 28.762278 -0.15 0.12 0.03
H 0.808768 19.429912 30.446985 0.00 0.36 0.39
H -2.151207 20.100304 30.402327 -0.08 0.16 0.00
H -0.648009 21.170446 30.521376 -1.17 1.22 0.56
H -1.499482 20.037026 34.006833 0.14 -0.04 -0.02
H -2.789506 19.866187 32.820798 -0.41 -0.13 0.07
H -2.020056 21.412450 33.046096 0.49 0.26 -0.36
H -0.309661 17.542108 30.546804 0.01 -0.09 0.19
H -1.282311 17.828588 29.290226 -0.28 -0.08 -0.08
C -1.761231 23.742679 28.319573 1.04 -0.16 -1.58
C -3.022901 24.264851 27.707961 0.41 -0.63 -0.48
C -3.995097 23.083874 27.633581 -0.54 -0.59 -0.18
O -3.557242 21.947694 26.864548 -0.99 0.19 0.46
C -3.597699 22.124198 25.453431 2.28 0.92 1.01
N -3.454687 25.412571 28.440088 -1.27 0.63 0.03
H -1.029056 24.546446 28.242262 0.05 0.41 1.26
H -1.268040 23.117235 27.575474 -0.26 -1.17 0.42
H -1.987125 23.274566 29.277665 0.72 0.12 0.06
H -2.747234 24.684774 26.740613 -0.27 -0.50 -0.58
H -5.015376 23.327306 27.337161 -0.06 0.48 -0.34
H -4.113070 22.645625 28.624598 0.16 0.21 0.35
H -4.423716 22.707071 25.045951 -0.54 -0.66 0.10
H -3.301545 21.168120 25.021804 -0.82 0.02 -0.25
H -2.718598 22.754747 25.320414 0.17 0.30 -0.97
H -2.603412 25.922598 28.627929 -0.26 0.37 0.38
H -3.884995 25.198080 29.328302 0.29 -0.03 0.20
C -3.995327 23.347641 31.864711 -1.18 0.51 0.41
C -4.701534 24.753292 31.692583 1.00 -0.42 2.20
C -5.553771 25.096638 32.985738 -2.05 -0.69 -1.99
O -6.455760 26.173801 32.595631 -0.76 -0.03 1.39
C -7.489067 26.494427 33.596688 0.98 -0.12 -0.57
N -3.654560 25.733053 31.547742 0.90 0.39 -0.86
H -3.434454 23.336039 32.799272 0.48 0.24 -0.08
H -3.381682 23.026660 31.022981 0.17 0.45 0.02
H -4.712728 22.542537 32.023582 -0.36 0.06 -0.16
H -5.316531 24.746358 30.792681 -0.41 0.06 0.27
H -5.055228 25.311043 33.931033 0.69 0.25 -0.28
H -6.174461 24.219670 33.169488 -0.18 -0.20 0.28
H -7.033010 26.806914 34.536087 0.23 0.21 0.02
H -8.190718 25.707271 33.872678 0.31 -0.73 -0.42
H -8.130415 27.291816 33.221267 0.47 0.15 -0.27
H -3.047718 25.736507 32.355096 -0.02 -0.16 0.14
H -3.979311 26.685839 31.465096 -0.47 0.00 -0.10
C 1.600056 23.067332 26.309345 -0.66 0.32 0.71
C 2.626391 24.117710 26.600634 1.51 0.84 -0.10
C 2.671876 24.618236 28.074739 0.47 -0.60 -0.82
O 3.643327 25.672395 28.287387 -0.97 -1.08 -0.51
C 3.775806 26.057362 29.647001 -0.08 0.04 -0.42
N 3.907143 23.511572 26.253983 0.88 -0.25 0.62
H 1.724873 22.779358 25.265509 -0.24 -0.30 0.12
H 0.594265 23.448202 26.486632 -0.12 0.00 -0.27
H 1.735209 22.236271 27.001563 0.10 -0.28 -0.30
H 2.502847 24.959459 25.919244 -0.60 0.50 0.21
H 2.952312 23.754541 28.677639 0.10 -0.14 0.23
H 1.637337 24.841543 28.335430 -0.04 0.78 0.32
H 4.562591 26.811708 29.652965 -0.29 0.18 0.13
H 4.094045 25.264554 30.323960 0.04 -0.47 -0.17
H 2.816235 26.423696 30.011859 0.03 0.36 0.17
H 3.979056 23.201723 25.295376 -0.26 0.09 -0.08
H 4.670682 24.150205 26.424991 0.08 0.12 0.04
C -2.015505 12.415643 30.085129 -0.32 -0.02 0.36
C -3.260521 11.577253 30.261681 -0.95 1.00 -1.10
C -3.462200 10.585790 29.136316 -0.65 -1.14 0.32
O -2.760499 9.408938 29.428722 1.42 -0.46 0.34
C -1.972948 8.862503 28.407225 -0.02 -0.30 0.11
N -3.300210 10.977028 31.556739 0.26 -0.48 0.62
H -1.926668 12.749029 29.051176 0.26 0.03 0.12
H -1.172958 11.813531 30.425234 0.31 0.14 -0.27
H -2.105607 13.281248 30.741423 0.24 0.10 -0.02
H -4.165140 12.180286 30.183543 0.09 0.66 -0.01
H -3.227883 10.965068 28.141659 -0.03 0.15 0.00
H -4.483370 10.208765 29.192535 -0.62 0.66 -0.46
H -1.298624 8.140343 28.867526 -0.05 -0.05 -0.04
H -1.358962 9.603780 27.895724 -0.02 0.21 -0.11
H -2.619416 8.343279 27.699696 0.10 -0.08 -0.36
H -2.689812 10.176747 31.472752 0.28 -0.32 0.43
H -4.213260 10.576796 31.718785 -0.25 -0.01 0.12
C 2.834360 19.396058 32.592315 0.49 0.38 -1.23
C 4.084756 19.441446 31.676208 0.50 0.96 0.27
C 3.986948 20.508450 30.505476 -0.83 -0.03 1.48
O 5.084605 20.602916 29.630895 -0.72 -0.73 0.55
C 4.906036 21.690645 28.751582 1.57 0.07 -0.04
N 5.239026 19.821397 32.516509 -0.10 0.70 -0.87
H 3.111300 18.930651 33.538254 -0.20 -0.34 -0.15
H 2.059183 18.871741 32.033495 -0.23 -0.28 0.53
H 2.441780 20.382860 32.837688 0.16 0.20 -0.11
H 4.222450 18.449617 31.245617 -0.04 -0.20 -0.22
H 3.806120 21.475119 30.975531 0.47 0.40 0.57
H 3.045418 20.434057 29.961327 -0.22 -0.88 -0.48
H 5.103749 22.627447 29.272563 -0.42 0.31 0.28
H 3.962372 21.749880 28.209277 -0.02 -0.37 0.07
H 5.758580 21.602699 28.078127 -0.36 0.02 -0.50
H 5.423235 19.303072 33.363563 -0.27 -0.38 -0.30
H 6.055555 19.852989 31.922880 0.28 -0.01 0.26
C 2.426010 15.596715 31.223254 -0.40 -0.63 1.03
C 2.066189 15.513092 32.754397 -1.22 0.66 -2.17
C 0.522903 15.387081 32.881733 -0.10 -0.33 0.92
O -0.223838 16.389227 32.276665 0.77 1.55 -0.95
C -1.538392 16.442608 32.703060 -0.76 -0.26 0.07
N 2.753710 14.485891 33.454644 0.69 -0.30 0.68
H 1.819629 14.875622 30.675156 -0.41 0.11 -0.04
H 3.434535 15.262898 30.979228 0.29 0.62 0.43
H 2.196845 16.592895 30.844821 0.19 -0.11 -0.08
H 2.305140 16.464523 33.229567 0.26 0.07 -0.09
H 0.265575 15.482964 33.936570 0.25 -0.54 0.57
H 0.109153 14.441526 32.531232 0.45 -0.61 -0.08
H -1.647543 16.429055 33.787497 0.27 0.15 0.35
H -2.082009 15.559599 32.367064 -0.27 -0.23 -0.23
H -2.024867 17.341355 32.323978 0.20 0.01 -0.16
H 2.647374 13.533922 33.134418 -0.28 0.11 -0.22
H 2.544628 14.537687 34.441407 0.06 -0.25 0.08
C 3.273905 19.681202 39.262538 0.31 -0.28 -0.33
C 2.026063 19.101163 38.667309 -1.25 -1.28 -0.23
C 2.167091 18.609565 37.208822 -1.37 1.27 -0.14
O 0.855943 18.178713 36.736415 0.43 -0.27 0.51
C 0.836310 17.950075 35.322512 0.55 -0.20 1.04
N 1.528772 17.946612 39.448110 0.28 0.24 0.33
H 3.576896 20.611182 38.781461 -0.16 0.08 0.06
H 4.078849 18.969690 39.078386 0.28 -0.04 0.33
H 3.126303 19.829316 40.332299 0.15 0.02 -0.07
H 1.192501 19.792478 38.791300 0.20 0.46 -0.62
H 2.895968 17.799957 37.171739 0.07 -0.14 -0.18
H 2.425527 19.431580 36.541288 0.61 0.11 -0.07
H 1.728082 17.363572 35.101466 0.21 0.23 -0.51
H 0.816242 18.919175 34.823965 0.03 -0.18 -0.45
H 0.000353 17.304193 35.053993 -0.24 0.43 0.19
H 2.250411 17.245023 39.532359 0.30 -0.15 0.10
H 0.807016 17.515240 38.888576 -0.30 -0.12 0.04
C 0.992680 23.613005 31.157916 0.21 -1.07 0.58
C 0.148124 23.731545 32.413710 0.57 -1.33 -0.79
C 0.730162 23.103956 33.700379 -0.27 0.06 -1.06
O -0.363646 22.988607 34.572677 -0.94 0.40 0.69
C -0.006078 22.607193 35.864852 0.69 -0.53 0.90
N -0.159863 25.100727 32.488741 -0.38 1.58 1.08
H 1.306406 22.569190 31.147178 0.64 -0.03 -0.58
H 1.803575 24.340351 31.196921 0.25 -0.31 0.03
H 0.415382 23.812927 30.255221 -0.18 -0.01 0.08
H -0.795674 23.222249 32.218902 -0.06 -0.91 0.13
H 1.560195 23.663365 34.131899 -0.04 0.52 0.12
H 1.126702 22.103969 33.524635 0.05 -0.27 -0.41
H 0.809537 23.226234 36.238593 0.21 0.11 0.07
H 0.303490 21.564801 35.940214 0.46 -0.36 -0.46
H -0.776965 22.607982 36.635460 -0.72 0.64 -0.58
H -0.839025 25.204962 33.228997 -0.09 0.51 0.07
H -0.685558 25.253552 31.639981 -0.19 0.68 -0.17
C -8.493392 21.325882 33.717328 1.12 1.88 0.17
C -7.026952 21.014708 33.264975 -1.80 -0.41 0.66
C -5.977157 20.988226 34.430974 -0.40 1.25 -1.15
O -5.918778 22.309072 35.002203 0.31 -0.76 0.38
C -4.874860 22.404408 36.006792 -1.49 0.26 -0.93
N -7.096765 19.743497 32.619566 1.63 -2.17 -0.03
H -9.060255 20.612245 34.315233 0.66 -0.44 0.06
H -9.097777 21.536881 32.835113 0.05 0.05 -0.07
H -8.389155 22.246430 34.291629 -0.62 0.24 0.17
H -6.723425 21.719113 32.490513 0.04 0.45 0.37
H -4.991978 20.785659 34.010872 0.16 -0.32 -0.22
H -6.188871 20.210834 35.165099 -0.26 -0.01 0.26
H -5.162413 21.784740 36.856162 0.43 -0.21 0.05
H -4.887727 23.447664 36.322310 0.19 -0.04 0.00
H -3.921673 22.143164 35.547132 0.22 -0.16 0.29
H -7.333091 19.056882 33.321581 -0.06 -0.33 -0.10
H -7.720194 19.589745 31.839950 -0.11 0.71 0.09
C -1.272618 15.142105 26.665891 0.19 -1.30 -0.69
C -2.575693 14.354266 26.254588 1.16 0.54 0.88
C -2.382564 12.861663 25.917839 1.26 1.47 -1.14
O -1.331316 12.789287 24.946388 -0.21 0.28 0.10
C -1.003628 11.484990 24.542716 0.23 -0.20 0.39
N -3.530723 14.435956 27.381407 0.58 -0.52 -0.92
H -0.796164 14.639269 27.507466 -0.37 0.21 0.48
H -1.358279 16.213992 26.844265 -0.63 -0.11 0.29
H -0.486054 15.066058 25.915128 -0.24 -0.16 -0.54
H -3.014738 14.850106 25.388865 0.13 -0.04 -0.36
H -3.303850 12.562039 25.418281 -0.29 -0.61 0.36
H -2.108963 12.284513 26.801094 -0.23 -0.15 0.10
H -0.190989 11.512386 23.816793 -0.30 0.28 -0.10
H -1.857605 10.948234 24.129559 -0.18 -0.04 -0.13
H -0.607238 10.924164 25.389163 -0.04 -0.25 0.23
H -4.310681 13.878012 27.064460 -0.59 -0.06 0.33
H -3.828304 15.397640 27.299513 -0.77 0.03 -0.05